# 1
26
Properties=species:S:1:pos:R:3:lowdin_charge:R:1 method="wB97M-V/def2-TZVPD" spin_multiplicity=4 gap_ev="7.66 / 7.01" relative_energy_kcal_mol=0.0 homo_ev="-20.6 / -20.7" s_squared=3.7653 charge=+3
Re 0.3917 -0.3874 -1.1190 1.559
Br 1.3582 -1.7825 1.5322 0.963
C 2.4012 -0.2998 1.0646 -0.668
C 3.5148 0.1421 1.7539 0.008
C 4.1811 1.2641 1.2702 0.091
C 3.7294 1.9243 0.1156 0.106
C 2.6206 1.4253 -0.5100 -0.144
N 1.9692 0.3270 -0.0375 -0.147
C 1.9921 1.9619 -1.7477 -0.343
O 2.2664 2.8407 -2.4502 0.327
O 0.8336 1.0892 -2.0733 -0.219
H 3.8514 -0.3786 2.6414 0.149
H 5.0591 1.6268 1.7922 0.159
H 4.2295 2.7980 -0.2854 0.167
O -5.3166 -1.7547 0.1798 0.237
C -4.1107 -1.3284 0.0056 -0.217
C -3.6154 -0.0870 0.4812 0.088
C -2.3248 0.2657 0.2398 -0.021
N -1.4884 -0.5707 -0.4614 -0.232
C -1.9991 -1.7478 -0.9101 -0.620
Br -0.6049 -2.6218 -1.9132 1.022
C -3.2504 -2.2020 -0.7321 0.073
H -5.9069 -1.1546 0.6712 0.187
H -4.2565 0.5905 1.0320 0.159
H -1.9077 1.2046 0.5795 0.151
H -3.6169 -3.1447 -1.1194 0.167

***

# 2
27
Properties=species:S:1:pos:R:3:lowdin_charge:R:1 method="wB97M-V/def2-TZVPD" spin_multiplicity=3 gap_ev="5.88 / 8.65" homo_ev="-9.8 / -12.9" s_squared=2.0136 charge=+1
O 1.9501 -2.3187 -4.5065 0.231
C 1.5790 -1.8231 -3.5483 -0.126
Pd 1.0276 -0.9336 -1.8955 0.721
O -1.7732 -2.2671 -2.1618 0.210
C -0.7444 -1.7850 -2.0734 -0.119
C 2.9134 -0.0466 -1.7325 -0.324
O 3.2639 0.6073 -0.8118 0.028
C 0.5993 0.6263 -2.9014 -0.177
O 0.3547 1.5530 -3.5142 0.217
C 1.8193 -2.3436 -0.8941 -0.183
O 2.3070 -3.1874 -0.3073 0.216
H 3.5907 -0.2414 -2.6195 0.084
N -3.0359 1.8214 3.3141 0.186
C -1.7438 1.2982 3.3497 -0.430
O -1.1650 1.1652 4.4283 0.072
C -1.0570 0.8692 2.0761 -0.087
C -1.6090 1.0268 0.8215 0.022
C -0.9501 0.5420 -0.2998 -0.128
N 0.2084 -0.0673 -0.1587 -0.082
C 0.8125 -0.2272 1.0026 -0.094
C 0.1985 0.2391 2.1507 0.057
H -3.4414 2.0677 4.1976 0.118
H -3.5508 1.9311 2.4898 0.068
H -2.5821 1.5097 0.6626 0.128
H -1.4520 0.6572 -1.2781 0.120
H 1.7851 -0.7542 1.0942 0.128
H 0.6954 0.0809 3.1157 0.142

***

For each record above, in turn, the calculated calculated total energy values are -5983.7420 -1111.7927 a.u..
For each record above, in turn, the calculated F_max values are 0.5 7.0 eV/Å.